1.
Computed, not measured: an isolated molecule of CH3BrO3S at a distorted geometry, with the ωB97M-V functional and the def2-TZVPD basis.

XYZ file:
```
9
CH3BrO3S, DFT the ωB97M-V functional and the def2-TZVPD basis
Br -3.037 -0.510 -1.563
S -2.234 1.461 -1.071
O 0.195 0.875 -1.359
O -3.354 2.255 -0.643
O -1.388 0.971 0.250
C -0.174 0.333 -0.079
H 0.607 0.482 0.692
H -0.387 -0.766 -0.416
H 1.107 0.815 -1.647
```

The value obtained for the HOMO energy is -0.362 Ha. The frontier orbital gap comes out at 10.2 eV.

2.
Computed, not measured: C24H21BiClN2P as an isolated structure at a distorted geometry, with the ωB97M-V functional and the def2-TZVPD basis.

XYZ file:
```
50
C24H21BiClN2P, DFT the ωB97M-V functional and the def2-TZVPD basis
Bi 1.876 -0.235 1.248
Cl 4.025 -0.831 2.282
P 0.123 -0.053 -1.285
N -0.140 0.050 4.430
N 2.918 -0.005 8.136
C -1.641 -2.159 -1.032
C -1.363 0.121 4.942
C 3.633 0.614 -3.203
C 3.704 -1.551 -2.112
C 1.636 -0.331 -2.231
C -1.851 1.552 -2.506
C -0.592 3.925 -1.797
C 2.270 0.706 -2.886
C 0.952 0.032 5.154
C -2.361 -3.265 -1.548
C 2.351 -1.463 -1.816
C 0.822 -0.003 6.564
C -0.594 1.480 -1.894
C -0.450 0.017 7.134
C -1.599 0.085 6.340
C -1.165 -1.471 -3.309
C 4.362 -0.538 -2.833
C -2.438 2.780 -2.860
C 0.001 2.698 -1.482
C -1.791 3.971 -2.517
C -1.944 -2.514 -3.815
C -2.512 -3.418 -2.924
C 1.963 -0.029 7.442
C -0.986 -1.318 -1.935
H -1.487 -1.941 0.025
H 1.762 -2.188 -1.232
H -2.951 0.266 2.450
H 4.075 1.396 -3.822
H 5.359 -0.716 -3.253
H -0.731 -0.740 -3.972
H -2.121 4.913 -2.954
H -2.087 -2.574 -4.899
H -0.489 -0.050 8.219
H -2.244 0.201 4.281
H -2.341 0.602 -2.701
H -2.913 0.879 1.887
H -3.073 -4.272 -3.307
H -2.727 -4.032 -0.886
H 1.956 0.061 4.675
H -2.595 0.087 6.762
H -0.012 4.824 -1.589
H 4.192 -2.512 -1.898
H 0.937 2.615 -0.918
H 1.630 1.573 -3.076
H -3.348 2.761 -3.481
```

The value obtained for the HOMO energy (alpha / beta) is -0.527 / -0.527 Ha. The frontier orbital gap (alpha / beta) comes out at 5.3 / 3.6 eV. As for the total charge: +2.

3.
Computed, not measured: C40H27F2N2Ta as an isolated structure, with the ωB97M-V functional and the def2-TZVPD basis.

XYZ file:
```
72
C40H27F2N2Ta, DFT the ωB97M-V functional and the def2-TZVPD basis
Ta 0.002 0.397 -0.976
F -5.376 -0.190 -1.099
F -3.963 4.232 -0.847
N 0.043 2.766 -0.978
N 0.436 0.761 1.176
C -0.334 -6.578 1.196
C -0.245 -3.817 0.854
C -2.313 2.532 -0.859
C 4.294 0.515 -1.857
C 0.260 -1.126 -4.062
C 2.086 0.765 -0.920
C -0.515 0.847 2.192
C -2.702 0.356 3.081
C 1.178 4.882 -0.883
C 1.983 -2.629 -3.309
C 1.693 1.159 1.431
C -0.205 1.520 3.397
C 4.848 0.707 -0.599
C 2.057 1.770 2.638
C 2.657 0.956 0.339
C -2.424 1.099 4.245
C -4.690 2.038 -0.966
C -1.190 1.657 4.404
C 1.107 1.994 3.589
C 1.164 3.511 -1.035
C -0.174 -2.377 0.747
C 4.034 0.927 0.509
C -2.031 1.162 -0.918
C 1.483 -2.644 -2.031
C 1.383 -1.861 -4.329
C -0.021 5.530 -0.646
C -0.582 -6.025 -0.058
C -0.064 -5.759 2.284
C 0.296 -1.938 -1.728
C -3.077 0.238 -1.009
C -1.775 0.227 2.083
C -1.191 4.790 -0.616
C -0.538 -4.657 -0.231
C -0.105 -1.603 -0.364
C -0.034 -4.387 2.117
C -1.140 3.418 -0.809
C -3.643 2.936 -0.886
C 2.912 0.537 -2.020
C -4.385 0.693 -1.025
C -0.291 -1.152 -2.757
H 5.923 0.682 -0.478
H -1.996 -0.379 1.224
H 2.873 -3.204 -3.533
H -2.137 5.279 -0.453
H -3.661 -0.136 2.983
H -0.211 -1.855 1.700
H 3.076 2.096 2.779
H 2.114 5.417 -0.950
H -0.768 -4.238 -1.202
H -3.175 1.194 5.017
H 1.803 -1.866 -5.326
H 2.493 0.396 -3.012
H 4.942 0.350 -2.708
H 1.358 2.507 4.510
H 0.165 -3.741 2.964
H -0.821 -6.669 -0.894
H 1.974 -3.209 -1.250
H -2.916 -0.834 -1.035
H -0.935 2.193 5.309
H 4.482 1.051 1.486
H -1.315 -0.783 -2.629
H -0.368 -7.651 1.326
H -5.714 2.386 -0.991
H -0.055 6.602 -0.502
H 0.111 -6.191 3.260
H -0.235 -0.560 -4.840
H 2.086 2.985 -1.217
```

The value obtained for the HOMO energy is -0.500 Ha. The frontier orbital gap comes out at 6.5 eV. As for the total charge: +2.

4.
Computed, not measured: an isolated molecule of C5H10O2 at a distorted geometry, with the ωB97M-V functional and the def2-TZVPD basis.

XYZ file:
```
17
C5H10O2, DFT the ωB97M-V functional and the def2-TZVPD basis
O 1.941 0.082 -0.303
O -2.417 1.338 -0.239
C 0.798 -0.259 0.426
C 3.080 -0.517 0.227
C -2.909 0.000 -0.645
C -1.152 1.280 0.245
C -0.359 0.335 -0.244
H -0.851 2.032 0.984
H 0.850 0.069 1.479
H -2.271 -0.757 -1.147
H 3.235 -0.211 1.274
H -3.688 0.256 -1.346
H -3.265 -0.483 0.268
H 3.003 -1.615 0.193
H 0.673 -1.363 0.457
H 3.920 -0.185 -0.382
H -0.586 -0.001 -1.247
```

The value obtained for the HOMO energy is -0.313 Ha. Its SMILES is CO/C=C/COC. The frontier orbital gap comes out at 9.5 eV.

5.
Computed, not measured: C24H38Cl2CsI2NO8P as an isolated structure at a distorted geometry, with the ωB97M-V functional and the def2-TZVPD basis.

XYZ file:
```
77
C24H38Cl2CsI2NO8P, DFT the ωB97M-V functional and the def2-TZVPD basis
Cs 9.127 10.520 9.858
I 12.664 7.556 10.144
I 12.911 10.761 8.321
Cl 6.426 5.279 12.669
Cl 8.389 6.754 17.323
P 9.202 14.497 9.604
O 9.935 15.337 10.776
O 10.216 13.538 9.029
O 8.677 6.885 11.600
O 7.650 8.015 8.094
O 5.398 10.506 11.074
O 8.736 15.592 8.558
O 7.882 13.896 10.051
O 5.907 9.900 8.665
N 10.246 8.860 13.019
C 9.410 7.781 15.056
C 10.970 9.697 13.832
C 7.600 6.232 13.548
C 7.049 8.639 6.946
C 8.568 17.365 7.072
C 9.098 14.497 12.874
C 11.069 9.568 15.196
C 4.310 10.731 10.165
C 8.576 7.042 12.820
C 4.960 10.961 8.869
C 8.767 7.200 7.713
C 9.494 16.237 7.526
C 7.591 6.139 14.927
C 5.242 11.445 12.138
C 5.705 9.203 7.440
C 9.399 15.761 12.092
C 8.129 16.559 11.974
C 8.447 6.923 15.659
C 10.829 16.744 8.068
C 9.491 7.977 13.656
C 13.728 8.818 8.767
C 10.606 16.554 12.609
C 9.774 15.209 6.393
C 10.204 8.643 15.813
H 8.858 15.017 5.846
H 5.479 11.921 8.789
H 7.582 16.995 6.737
H 5.682 12.437 11.872
H 4.161 11.603 12.347
H 3.709 11.594 10.477
H 9.022 18.072 6.349
H 6.924 5.444 15.390
H 11.735 10.214 15.733
H 14.751 8.946 9.155
H 11.565 10.422 13.287
H 8.710 7.090 6.629
H 8.288 13.979 12.354
H 8.293 17.956 7.944
H 7.389 15.911 11.467
H 5.216 9.857 6.707
H 11.515 15.947 12.475
H 6.846 7.909 6.120
H 10.744 17.480 12.059
H 5.072 8.302 7.599
H 8.825 14.683 13.912
H 10.064 14.277 6.926
H 10.714 17.440 8.865
H 10.040 13.924 12.844
H 13.702 8.302 7.794
H 8.273 17.431 11.344
H 9.723 7.606 8.051
H 3.599 9.846 10.141
H 10.595 15.498 5.728
H 5.725 11.027 13.044
H 8.647 6.235 8.253
H 10.125 8.648 16.907
H 11.416 17.208 7.291
H 10.552 16.853 13.668
H 4.210 10.856 8.059
H 7.731 16.919 12.894
H 11.343 15.862 8.495
H 7.668 9.459 6.565
```

The value obtained for the HOMO energy is -0.127 Ha. The frontier orbital gap comes out at 5.0 eV. As for the total charge: -1.

6.
Computed, not measured: a 2-piece molecular cluster, C6H12O overall, with the ωB97M-V functional and the def2-TZVPD basis.

XYZ file:
```
19
C6H12O, DFT the ωB97M-V functional and the def2-TZVPD basis
O -1.869 -1.004 -0.537
C 1.765 -0.420 -1.470
C -0.427 1.977 1.472
C -1.149 0.843 2.146
C 0.571 -1.044 -0.752
C -0.751 -0.434 -1.194
C 0.331 1.061 1.979
H 0.548 -2.127 -0.944
H -0.855 -0.517 -2.289
H -0.535 2.912 0.943
H 2.706 -0.883 -1.157
H -1.657 0.093 1.535
H 1.317 0.672 2.180
H -1.605 1.007 3.126
H 1.832 0.654 -1.257
H 1.679 -0.540 -2.556
H -0.771 0.633 -0.943
H 0.667 -0.919 0.334
H -1.799 -1.963 -0.619
```

The value obtained for the HOMO energy is -0.340 Ha. Its SMILES is C1=CC1.CCCO. The frontier orbital gap comes out at 10.3 eV.

It is found that the relative energy (zero: lowest compared OMol25 entry of this formula, charge and spin) values, taken in the order of the records, are 45.4, 98.7, 0.0, 350.7, 5.4, 321.3 kJ/mol.
It is found that the E_tot values, taken in the order of the records, are -88104.2973, -55839.7094, -51870.5466, -9439.4085, -94461.5962, -8461.0242 eV.